19
Properties=species:S:1:pos:R:3 method="wB97M-V/def2-TZVPD" fmax_ha_per_bohr=0.1123 homo_lumo_gap_ev=11.358 total_charge=+1 smiles="C[C@@H]1N[N@@H+](C)N=C1N" de_lowest_ev=3.5547 total_energy_ev=-10277.63488
C 0.4174 -0.8081 0.7205
C -0.3104 0.6131 0.6101
C -1.4307 0.9317 1.5339
C 1.2572 0.1051 -2.3781
N 0.5838 -1.3104 -0.4461
N -0.6502 0.7148 -0.7864
N 0.7579 -1.3273 1.8926
N 0.2394 -0.5443 -1.4350
H 0.5601 1.3119 0.6866
H -2.2732 0.2347 1.3938
H -1.8551 1.9012 1.3464
H -1.2446 1.0645 2.5843
H 0.8327 0.4201 -3.3045
H 1.3370 0.9377 -1.7458
H 2.1653 -0.5175 -2.4646
H -1.7134 0.4049 -0.8586
H 0.4576 -0.9751 2.7483
H 1.3763 -2.1870 1.8928
H -0.5071 -0.9702 -1.9902

***

153
Properties=species:S:1:pos:R:3 method="wB97M-V/def2-TZVPD" fmax_ha_per_bohr=0.0315 homo_lumo_gap_ev=8.766 smiles="CC[C@@H](C)[C@H](CN[C@@H](I)CC)O[C@](CCCCCCCCCCOC)([PH2]=S)S(=O)(=O)C(F)(F)C(F)(F)F.BrCCBr.BrCCBr.BrCCBr.BrCCBr.BrCCBr.BrCCBr.BrCCBr.BrCCBr.BrCCBr" total_energy_ev=-1366906.64748
C 3.4428 2.7135 5.8463
C 4.1896 2.1569 4.6127
C 3.3553 1.1121 3.8376
I 4.5685 -0.6862 3.5958
N 2.9640 1.5237 2.4867
C 2.2465 2.8303 2.4870
C 1.4801 3.1286 1.1989
O 2.2324 3.7969 0.1529
C 3.1875 3.1741 -0.6395
C 2.8675 1.7510 -1.1220
C 1.4606 1.5812 -1.7475
C 0.6739 0.3342 -1.3375
C 1.3940 -0.9912 -1.5733
C 0.5174 -2.2028 -1.2516
C -0.0660 -2.2510 0.1662
C -0.2868 -3.6832 0.6769
C 0.8417 -4.2006 1.5817
C 0.5536 -5.6012 2.1507
C 1.8172 -6.3604 2.5853
O 1.9338 -6.2905 3.9967
C 3.1540 -6.8186 4.4813
P 4.9538 3.2682 0.0762
S 5.3798 4.8407 1.1483
S 3.1799 4.3906 -2.0899
O 1.8006 4.5840 -2.4590
O 3.9862 5.5423 -1.8015
C 3.9168 3.6570 -3.6598
F 3.7065 4.6386 -4.5352
F 3.2583 2.5796 -4.0718
C 5.4300 3.3297 -3.7128
F 6.1584 4.2511 -3.1548
F 5.7926 3.2232 -4.9726
F 5.6697 2.1625 -3.1327
C 0.3153 4.1182 1.4787
C 0.6555 5.2346 2.4842
C -1.0105 3.4007 1.7662
C -1.1304 2.6756 3.1079
H 3.7721 3.7421 6.0390
H 3.7141 2.1386 6.7384
H 2.3564 2.7123 5.7183
H 4.5008 2.9494 3.9402
H 5.1016 1.6751 4.9717
H 2.4886 0.7820 4.4243
H 2.3140 0.8294 2.1256
H 2.9984 3.6021 2.6326
H 1.5680 2.8771 3.3510
H 1.0140 2.1977 0.8406
H 2.9835 1.0546 -0.2766
H 3.6644 1.4643 -1.8188
H 0.8649 2.4630 -1.4877
H 1.5128 1.5235 -2.8359
H 0.3123 0.3772 -0.3003
H -0.2276 0.3248 -1.9701
H 1.6882 -1.0661 -2.6307
H 2.3308 -1.0615 -0.9964
H 1.1251 -3.1091 -1.3985
H -0.2930 -2.2604 -1.9911
H -1.0303 -1.7252 0.1967
H 0.6095 -1.7098 0.8498
H -1.2114 -3.7092 1.2758
H -0.4403 -4.3723 -0.1644
H 0.9435 -3.4927 2.4175
H 1.7922 -4.1838 1.0294
H 0.0079 -6.1870 1.4035
H -0.0493 -5.4797 3.0588
H 1.7564 -7.4168 2.2715
H 2.7138 -5.9263 2.1148
H 3.3879 -6.3222 5.4288
H 3.9747 -6.6211 3.7784
H 3.0764 -7.9030 4.6380
H 5.7878 3.1813 -1.0452
H 5.1202 2.0612 0.7632
H 0.1657 4.6267 0.5143
H 0.0456 6.1250 2.3031
H 1.7145 5.5079 2.4501
H 0.4486 4.9171 3.5148
H -1.2176 2.7312 0.9222
H -1.7844 4.1823 1.7361
H -2.1270 2.2224 3.1824
H -0.9612 3.3355 3.9620
H -0.4336 1.8244 3.1567
Br 2.9192 -1.7893 -6.9555
C 1.9920 -0.2144 -7.6200
C 1.8909 0.8570 -6.5679
Br 0.5488 0.4287 -5.2269
H 1.0188 -0.5474 -7.9659
H 2.5793 0.1396 -8.4643
H 1.5732 1.7988 -7.0101
H 2.8262 1.0009 -6.0397
Br 8.9730 -3.5352 -0.9487
C 8.1167 -2.0646 -1.8879
C 8.0060 -0.8345 -1.0261
Br 6.6060 -1.0090 0.3149
H 7.1467 -2.4259 -2.2144
H 8.7428 -1.8645 -2.7546
H 7.7318 0.0240 -1.6325
H 8.9248 -0.6221 -0.4887
Br -4.2833 2.7421 -0.7112
C -4.8283 4.4859 -1.3776
C -3.8700 5.5640 -0.9512
Br -4.1116 6.0410 0.9207
H -5.8400 4.6586 -1.0251
H -4.8335 4.3971 -2.4610
H -4.0566 6.4768 -1.5105
H -2.8307 5.2731 -1.0695
Br -5.6157 10.7078 -4.3098
C -6.7115 9.7642 -3.0079
C -5.9993 8.5656 -2.4414
Br -5.9434 7.0927 -3.7127
H -7.6336 9.4958 -3.5132
H -6.9206 10.4863 -2.2222
H -6.5286 8.1853 -1.5701
H -4.9703 8.7858 -2.1728
Br -2.3479 7.0068 -5.6041
C -2.5970 8.6695 -6.5783
C -3.9880 8.7793 -7.1445
Br -4.2305 7.6419 -8.7039
H -1.8299 8.7005 -7.3452
H -2.4237 9.4632 -5.8547
H -4.1782 9.7937 -7.4881
H -4.7474 8.4906 -6.4248
Br -2.6889 -0.8115 2.0692
C -4.4887 -1.4224 1.6601
C -4.4456 -2.7642 0.9804
Br -3.8486 -2.6168 -0.8622
H -4.9488 -0.6541 1.0465
H -5.0103 -1.4906 2.6123
H -5.4363 -3.2117 0.9345
H -3.7619 -3.4514 1.4702
Br -7.1792 -5.0624 -0.5708
C -6.3249 -5.7716 -2.1735
C -5.4007 -6.9156 -1.8511
Br -3.7568 -6.2938 -1.0300
H -5.8103 -4.9372 -2.6402
H -7.1394 -6.1060 -2.8123
H -5.1028 -7.4345 -2.7598
H -5.8461 -7.6124 -1.1474
Br -5.3970 -6.9994 2.9855
C -7.2212 -7.6230 2.7424
C -7.2726 -9.0722 2.3329
Br -6.7533 -9.2916 0.4730
H -7.6729 -6.9729 1.9990
H -7.7147 -7.4840 3.7018
H -8.2896 -9.4511 2.4042
H -6.6070 -9.6979 2.9186
Br 2.8537 -9.9064 8.2065
C 1.0751 -9.8995 7.4222
C 0.9179 -10.9691 6.3736
Br 1.8288 -10.4933 4.7251
H 0.9165 -8.9040 7.0191
H 0.3882 -10.0743 8.2472
H -0.1306 -11.0854 6.1085
H 1.3224 -11.9248 6.6907

***

85
Properties=species:S:1:pos:R:3 method="wB97M-V/def2-TZVPD" fmax_ha_per_bohr=0.0113 homo_lumo_gap_ev="7.859 / 5.444" spin_multiplicity=5 total_charge=+1 s2=6.04 de_lowest_ev=0.0000 total_energy_ev=-130225.07142
Pt 1.1256 0.1203 -0.3450
C 0.4342 2.2691 -0.5975
C -0.3794 1.3954 -1.3578
C -1.5758 1.1218 -0.4702
C -1.4875 1.9889 0.6035
C -0.2781 2.7032 0.5762
C 0.2006 3.8127 1.4700
C -0.8502 4.1934 2.5118
C 1.5006 3.3885 2.1626
C 0.4789 5.0453 0.5916
C -2.6339 0.0283 -0.5211
C -4.0169 0.6462 -0.7603
C -2.6459 -0.6899 0.8436
C -2.3673 -1.0557 -1.5595
C -0.3963 1.4845 -2.8990
C -1.7923 1.9720 -3.3157
C -0.0400 0.2004 -3.6451
C 0.6021 2.5523 -3.3702
H 1.2453 2.8457 -1.0146
H -2.2023 2.0471 1.4060
H -1.0823 3.3697 3.1842
H -1.7770 4.5187 2.0394
H -0.4812 5.0172 3.1216
H 1.3341 2.5432 2.8293
H 1.8956 4.2168 2.7508
H 2.2607 3.0993 1.4361
H -0.4033 5.3269 0.0171
H 1.3001 4.8708 -0.1022
H 0.7540 5.8886 1.2240
H -4.2572 1.3766 0.0117
H -4.7785 -0.1341 -0.7364
H -4.0765 1.1460 -1.7258
H -2.8955 -0.0168 1.6604
H -1.6697 -1.1340 1.0544
H -3.3908 -1.4875 0.8318
H -2.5541 -0.7227 -2.5760
H -3.0350 -1.8971 -1.3712
H -1.3406 -1.4229 -1.4904
H -2.5491 1.1991 -3.2113
H -1.7741 2.2731 -4.3636
H -2.1043 2.8350 -2.7268
H -0.7234 -0.6175 -3.4464
H 0.9731 -0.1203 -3.3853
H -0.0617 0.3948 -4.7170
H 0.3626 3.5348 -2.9656
H 0.5607 2.6204 -4.4570
H 1.6324 2.3103 -3.1043
C -1.3490 0.8440 4.2578
N -1.1802 -0.5850 4.0938
C -2.0011 -1.5568 4.6117
C -1.4612 -2.7469 4.2574
N -0.3103 -2.5090 3.5475
B 0.6208 -3.6290 2.9756
N 0.2645 -3.7861 1.4471
C -0.6339 -4.6864 0.9394
C -0.6554 -4.5553 -0.4093
N 0.2381 -3.5611 -0.7233
C 0.6205 -3.1716 -2.0660
C 0.7746 -3.1002 0.4243
S 2.0301 -1.8936 0.5359
C -0.1591 -1.1880 3.4465
S 1.1324 -0.3146 2.7032
H -2.4137 1.0683 4.3098
H -0.9139 1.3329 3.3878
H -0.8509 1.1929 5.1621
H -2.8687 -1.3120 5.1930
H -1.7816 -3.7478 4.4682
H 1.7671 -3.3123 3.0874
H 0.3214 -4.6557 3.5140
H -1.1644 -5.3628 1.5803
H -1.1933 -5.0907 -1.1681
H -0.1110 -3.5802 -2.7587
H 1.6117 -3.5602 -2.2985
H 0.6305 -2.0852 -2.1383
Se 3.2726 0.7719 -1.3511
C 4.1922 -0.8345 -1.7974
C 5.2633 -1.2565 -1.0238
C 5.8771 -2.4529 -1.3666
N 5.5178 -3.1994 -2.4036
C 4.5132 -2.7597 -3.1511
C 3.8047 -1.5968 -2.8903
H 5.6157 -0.6859 -0.1770
H 6.7009 -2.8247 -0.7710
H 4.2517 -3.3677 -4.0090
H 2.9861 -1.2993 -3.5308

***

8
Properties=species:S:1:pos:R:3 method="wB97M-V/def2-TZVPD" fmax_ha_per_bohr=0.1510 homo_lumo_gap_ev="5.979 / 9.107" total_charge=+2 de_lowest_ev=3.3770 total_energy_ev=-11364.16543
C -0.8208 0.4673 0.0080
C -0.3537 -0.8992 0.1015
O 0.9784 -1.1595 0.0121
O 0.2393 1.3002 -0.0798
H -1.1145 -0.8868 -0.8935
H -0.0176 2.2253 -0.1827
In 2.0047 0.3390 0.1102
H -0.9158 -1.3863 0.9241

***

25
Properties=species:S:1:pos:R:3 method="wB97M-V/def2-TZVPD" fmax_ha_per_bohr=0.0536 homo_lumo_gap_ev=6.291 total_charge=+1 de_lowest_ev=3.9128 total_energy_ev=-9468.12156
N 1.6806 3.8274 -1.1010
C 0.2851 0.1995 0.2844
C 0.9163 -1.0698 0.1882
C 0.3177 -1.9996 -0.9725
C 0.9192 -3.3924 -0.7270
C -0.5063 0.5781 1.4403
N -1.9772 0.2877 1.3695
C -2.6666 1.1628 0.3811
H 1.3855 3.2187 -0.3462
H 1.5498 4.7720 -0.7547
H 2.6880 3.7209 -1.1669
H 0.7102 0.9510 -0.3864
H 0.8215 -1.6300 1.1197
H 1.9983 -1.0263 0.0429
H -0.7233 -2.0495 -0.8552
H 0.7204 -1.6448 -1.9182
H 0.4490 -3.8338 0.1426
H 2.0083 -3.3966 -0.7115
H 0.7411 -4.0339 -1.5961
H -0.4509 1.6557 1.6334
H -0.1583 0.1403 2.3806
H -2.0780 -0.6547 1.0179
H -2.7799 2.1554 0.8254
H -2.1606 1.2437 -0.5775
H -3.6900 0.8184 0.2871

***

15
Properties=species:S:1:pos:R:3 method="wB97M-V/def2-TZVPD" fmax_ha_per_bohr=0.0100 homo_lumo_gap_ev=11.317 smiles="CC1(OC=O)CC1" de_lowest_ev=0.9505 total_energy_ev=-9408.88170
C -0.4209 -0.5714 1.3603
C -0.1541 0.1951 0.0868
C 1.1718 0.8269 -0.1805
C -0.0454 1.6845 0.0702
O -0.8426 -0.3120 -1.0581
C -0.4511 -1.5084 -1.5140
O 0.4151 -2.2017 -1.0508
H 0.2467 -1.4318 1.4481
H -1.4546 -0.9307 1.3687
H -0.2846 0.0776 2.2306
H 1.9302 0.7465 0.5936
H 1.5524 0.7811 -1.1964
H -0.1301 2.2086 1.0182
H -0.4740 2.2028 -0.7821
H -1.0588 -1.7672 -2.3945

***

14
Properties=species:S:1:pos:R:3 method="wB97M-V/def2-TZVPD" fmax_ha_per_bohr=0.0759 homo_lumo_gap_ev="9.097 / 9.095" total_charge=+1 de_lowest_ev=8.2003 total_energy_ev=-8811.75207
C -1.6408 -1.6494 -0.4463
C -1.3207 -0.6197 0.2818
C 1.0867 -0.3489 0.2855
N 1.8062 0.7415 -0.4000
O -1.4355 1.6965 0.3567
O -1.8047 0.3912 0.8921
H -2.6070 -1.9008 -0.7534
H -0.8481 -2.2487 -0.8184
H 1.5384 -1.2561 -0.0069
H 1.1917 -0.1217 1.3414
H 2.7471 0.7121 -0.0543
H 1.3105 1.6848 -0.1537
H 1.9394 0.7126 -1.5073
H -1.9632 2.2066 0.9829

***

9
Properties=species:S:1:pos:R:3 method="wB97M-V/def2-TZVPD" fmax_ha_per_bohr=0.0625 homo_lumo_gap_ev=6.094 de_lowest_ev=2.2227 total_energy_ev=-61248.33630
Si 2.3203 0.6244 -0.3702
Si 2.1495 2.4804 0.6527
Si -1.7222 0.4743 -0.3788
Cl 4.4181 0.3722 -0.5321
Cl -2.7853 2.2044 -0.5215
Cl -1.5292 -0.5289 -2.1219
H 2.1653 -0.8426 -0.8979
H -0.3335 0.4104 0.0661
H -2.3864 -0.4608 0.4167